71
Properties=species:S:1:pos:R:3:mulliken_charge:R:1 method="wB97M-V/def2-TZVPD" total_charge=-1 largest_force_ev_per_a=4.03 homo_lumo_gap_ev=8.2 mol_weight_g_mol=540.970 relative_energy_kj_mol=15.90 e_homo_ev=-5.84
C 3.48835 -24.24389 -6.36468 -0.632
C 0.93139 -26.64495 -8.90211 0.276
C -1.87832 -22.33183 -10.06451 0.085
C 1.00589 -20.33109 -6.35794 0.348
C 0.63450 -19.90993 -0.79498 -1.289
H 2.94370 -26.03402 -9.58184 0.288
C 3.45910 -24.16182 -4.85089 0.387
O 1.89134 -28.41026 -7.67375 -0.368
C -1.86298 -20.42019 -11.37726 0.444
C -0.06354 -20.47329 -1.98347 0.853
C 0.68503 -27.73160 -7.82641 -0.344
H 2.69310 -22.19285 -4.61102 0.355
H 0.92627 -22.40431 -1.92025 0.320
N -3.59282 -20.80539 -4.36656 0.291
C -3.86839 -19.92202 -3.37837 -0.329
C 0.84778 -18.11634 -6.01851 0.414
O 1.67986 -19.14609 -6.12197 -0.406
H -1.22383 -20.48653 -6.61898 0.072
C 2.49720 -23.21897 -4.29991 -0.405
H -6.85961 -20.35891 -4.73398 0.388
H 0.19791 -26.65531 -9.70834 0.407
H 2.21759 -27.36838 -10.43914 0.304
H -0.37297 -19.66345 -7.94908 0.231
C 2.31541 -26.91530 -9.45261 -0.553
H 0.95269 -25.69484 -8.36831 -0.356
C -2.92893 -21.36538 -11.98384 -0.475
H -1.17295 -17.78804 -6.59903 0.339
O -2.12423 -24.60716 -7.02512 -0.750
H -0.74389 -22.56609 -1.63101 0.421
H 2.68968 -24.93134 -6.64334 -0.133
C -4.83961 -21.07788 -5.00679 -0.539
C -2.55828 -22.72494 -11.36515 -0.501
C -0.03247 -21.96786 -2.20031 -0.766
H 1.48144 -23.47097 -4.60460 0.049
O 4.07502 -28.30477 -8.32893 -0.624
C -5.82868 -20.35296 -4.41218 -0.439
H -1.90944 -23.25526 -12.06220 0.295
H -3.03093 -21.41531 -13.06791 0.337
O -1.56041 -19.25989 -11.72054 -0.634
C -0.41130 -19.80429 -6.86890 0.020
H 0.10511 -19.02685 -0.43721 0.348
O 1.19182 -16.95745 -5.95034 -0.645
H -5.70449 -18.96233 -2.65468 0.381
O -0.27211 -25.25572 -5.81125 -0.711
H 1.00236 -20.85834 -5.40395 -0.493
C -5.25045 -19.60496 -3.39445 -0.692
O -0.05533 -23.36524 -7.21040 -0.517
H -2.53692 -22.28893 -9.19704 0.118
H 2.57368 -23.12056 -3.21706 0.232
C 2.89679 -27.96103 -8.49382 0.527
H -3.02323 -19.62288 -2.77620 0.317
C -0.58396 -18.54812 -6.08573 -0.136
H -1.12118 -23.04189 -9.73188 -0.003
H 1.50862 -20.99298 -7.06311 0.236
O -0.59166 -19.73784 -2.86863 -0.550
H 3.39799 -23.29788 -6.89854 0.362
Cl -0.98382 -24.06864 -6.33833 1.585
H 0.35934 -27.37020 -6.85100 0.180
H -3.45999 -23.33702 -11.34608 0.344
O -1.44799 -23.17979 -5.29057 -0.625
H 1.67766 -19.70296 -1.03389 0.302
H -0.21336 -22.18555 -3.25292 -0.005
H -2.71064 -21.23604 -4.60403 0.238
H -0.99833 -18.62833 -5.08077 -0.002
H -4.89847 -21.70779 -5.88209 0.400
H 0.66005 -20.65281 0.00225 0.382
O -1.23010 -21.07624 -10.33389 -0.256
O 4.22832 -24.80381 -4.10286 -0.634
H -0.09354 -28.42535 -8.14362 0.288
H -3.88610 -20.93600 -11.68795 0.254
H 4.40517 -24.69438 -6.74495 0.396